The following is a DFT calculation (ωB97M-V with the def2-TZVPD basis set) of a molecular structure, C23H35NOP2Zr.

As for the total charge: 0. The HOMO energy (alpha / beta) comes out at -4.23 / -6.06 eV. As for the total energy: -1757.022509 Ha. The orbital gap (alpha / beta) comes out at 2.75 / 5.35 eV. Its spin multiplicity is 1.

Each line ends with the Löwdin charge.
CARTESIAN COORDINATES (ANGSTROEM)
Zr 0.62 -1.61 0.54  1.139
P -0.64 -3.94 -0.04  0.696
P 2.42 0.34 0.93  0.711
N 0.73 -1.40 -1.40  -0.250
H -2.69 1.69 2.32  0.098
C -2.05 -3.48 -1.11  -0.258
H -2.44 -4.38 -1.60  0.049
H -1.73 -2.76 -1.88  0.035
H -2.85 -3.01 -0.52  0.033
C -1.38 -5.14 1.11  -0.289
H -2.06 -5.82 0.58  0.052
H -1.93 -4.60 1.89  0.039
H -0.58 -5.72 1.59  0.044
C 0.33 -5.00 -1.16  -0.269
H -0.35 -5.61 -1.78  0.052
H 0.98 -5.66 -0.57  0.043
H 0.96 -4.39 -1.82  0.027
C 1.69 1.57 -0.21  -0.252
H 2.44 2.35 -0.40  0.050
H 0.80 2.02 0.26  0.009
H 1.40 1.09 -1.15  0.023
C 2.09 1.15 2.52  -0.288
H 2.83 1.95 2.69  0.046
H 2.16 0.41 3.32  0.036
H 1.07 1.58 2.50  0.001
C 4.20 0.44 0.65  -0.282
H 4.53 1.48 0.58  0.050
H 4.44 -0.09 -0.29  0.042
H 4.73 -0.06 1.48  0.043
C 0.92 -1.36 -2.71  -0.459
C 0.15 -0.75 -4.95  -0.109
C -0.03 -0.73 -3.57  -0.055
C 2.08 -1.97 -3.30  -0.066
C 2.25 -1.96 -4.68  -0.115
C 1.29 -1.35 -5.51  -0.116
H -0.60 -0.28 -5.59  0.098
H -0.90 -0.26 -3.10  0.103
H 2.81 -2.43 -2.63  0.094
H 3.13 -2.43 -5.12  0.097
H 1.42 -1.36 -6.59  0.092
C -1.93 0.18 1.87  -0.633
O -0.80 -0.51 1.25  -0.438
C -3.15 -0.13 0.99  -0.029
H -4.05 0.35 1.38  0.089
H -3.32 -1.22 0.94  0.066
H -2.98 0.23 -0.03  0.095
C -2.12 -0.41 3.27  -0.033
H -1.21 -0.28 3.86  0.086
H -2.35 -1.48 3.21  0.075
H -2.95 0.08 3.79  0.090
C -1.68 1.62 1.96  -0.133
C -0.73 2.48 1.75  -0.048
C -0.60 3.88 1.56  -0.254
C 0.65 4.54 1.74  -0.054
C 0.77 5.91 1.53  -0.103
C -0.35 6.67 1.13  -0.111
C -1.59 6.04 0.97  -0.103
C -1.72 4.67 1.18  -0.039
H 1.51 3.95 2.05  0.089
H 1.74 6.39 1.67  0.096
H -0.25 7.74 0.96  0.092
H -2.46 6.62 0.67  0.097
H -2.68 4.17 1.04  0.108

The following is a DFT calculation (ωB97M-V with the def2-TZVPD basis set) of a single C6H11NO molecule.

As for the total charge: 0. The HOMO energy comes out at -8.93 eV. Its SMILES is C=C(CC)/C(C)=N/O. As for the total energy: -365.142576 Ha. The orbital gap comes out at 9.85 eV. Its spin multiplicity is 1.

Each line ends with the Löwdin charge.
CARTESIAN COORDINATES (ANGSTROEM)
C -1.95 -0.60 0.33  0.069
C -0.62 -0.42 0.32  -0.260
C 0.32 -1.59 0.51  -0.242
C 1.00 -2.00 -0.78  -0.108
C 0.02 0.95 0.19  -0.272
C -0.81 2.14 -0.27  -0.031
N 1.29 1.07 0.47  0.037
O 1.74 2.38 0.31  -0.070
H -2.37 -1.60 0.45  0.067
H -2.67 0.20 0.25  0.052
H -0.23 -2.46 0.90  0.106
H 1.07 -1.36 1.28  0.106
H 1.64 -2.88 -0.61  0.070
H 1.64 -1.20 -1.18  0.066
H 0.27 -2.27 -1.55  0.075
H -0.87 2.87 0.54  0.089
H -1.82 1.88 -0.58  0.060
H -0.32 2.60 -1.14  0.084
H 2.68 2.31 0.55  0.101

The following is a DFT calculation (ωB97M-V with the def2-TZVPD basis set) of 3 unconnected molecules or ions with the total composition C4H11NO2.

As for the total charge: 0. The HOMO energy comes out at -7.54 eV. Its SMILES is C=C/C=C/N.O.O. As for the total energy: -364.134318 Ha. The orbital gap comes out at 8.22 eV. Its spin multiplicity is 1.

Each line ends with the Löwdin charge.
CARTESIAN COORDINATES (ANGSTROEM)
C -3.09 -0.59 0.75  -0.040
C -3.06 -1.87 1.07  -0.219
C -1.78 -2.57 1.27  -0.147
C -0.53 -2.12 1.50  -0.164
N 0.42 -3.12 1.63  0.021
H -4.08 -0.06 0.71  0.070
H -2.25 -0.10 0.39  0.027
H -4.06 -2.44 0.98  0.126
H -2.05 -3.59 1.28  0.081
H 0.05 -1.21 1.29  0.123
H 1.38 -3.14 2.04  0.115
H 0.03 -3.94 1.82  0.008
O 2.92 3.77 -3.81  -0.103
H 2.13 3.90 -3.19  0.069
H 2.63 3.03 -4.35  0.024
O 2.99 4.29 -0.93  0.015
H 3.87 4.43 -1.17  0.011
H 2.87 3.40 -0.87  -0.017

The following is a DFT calculation (ωB97M-V with the def2-TZVPD basis set) of a molecular structure, C13H26AlBeBrCaCl4N2NaO11P.

As for the total charge: +2. The HOMO energy comes out at -10.09 eV. As for the total energy: -7299.899058 Ha. The orbital gap comes out at 1.52 eV. Its spin multiplicity is 1.

Each line ends with the Löwdin charge.
CARTESIAN COORDINATES (ANGSTROEM)
C 2.18 1.77 -0.17  -0.105
C 2.02 0.60 -1.17  -0.175
O 0.80 -0.10 -0.93  -0.112
C -0.31 0.46 -1.58  -0.248
C -0.24 1.92 -2.04  0.033
N -0.59 2.75 -1.16  0.140
C -0.96 2.06 0.09  -0.334
C -1.30 0.64 -0.37  -0.067
H 1.99 1.47 0.90  -0.168
H 1.57 2.62 -0.45  0.070
H 3.23 2.10 -0.21  0.036
H 2.19 0.92 -2.20  0.131
H 2.82 -0.11 -0.95  0.138
H -0.80 -0.10 -2.38  0.161
H 0.12 2.27 -3.01  0.090
H -0.55 3.74 -1.37  0.117
H -0.20 2.06 0.84  -0.084
H -1.89 2.46 0.53  -0.022
H -2.33 0.44 -0.62  0.137
H -0.88 -0.02 0.38  0.087
Br -1.84 2.27 2.68  -0.050
C 1.22 5.43 -4.49  -1.928
Cl 0.65 5.69 -2.75  0.308
Cl 1.29 3.70 -4.84  0.583
Cl 0.11 6.23 -5.60  0.403
Cl 2.85 6.13 -4.65  0.574
Al 1.10 1.02 2.37  0.942
O 4.70 3.05 -0.23  -0.306
P 5.20 3.24 1.21  -0.101
O 6.30 2.24 1.51  -0.070
O 4.04 3.04 2.17  -0.238
O 5.79 4.63 1.36  -0.103
Be -1.41 4.80 -7.53  0.247
O -0.97 -1.94 2.67  0.060
C -0.61 -2.94 2.04  -0.239
C -0.87 -4.33 3.10  -0.295
O -0.50 -5.37 2.51  0.047
H 0.45 -3.01 1.75  0.145
H -1.15 -3.21 1.12  0.123
H -1.94 -4.26 3.38  0.163
H -0.36 -4.07 4.05  0.053
C -2.25 -5.06 -0.88  -0.065
C -3.08 -5.30 0.37  -0.278
O -4.04 -4.29 0.62  -0.167
C -5.02 -4.08 -0.39  -0.275
C -5.87 -5.30 -0.68  -0.070
H -1.73 -4.09 -0.81  0.063
H -1.50 -5.84 -1.00  0.086
H -2.86 -5.04 -1.78  0.074
H -2.43 -5.32 1.23  0.077
H -3.57 -6.28 0.32  0.118
H -4.55 -3.71 -1.30  0.105
H -5.66 -3.28 -0.02  0.120
H -5.28 -6.13 -1.06  0.069
H -6.63 -5.07 -1.42  0.084
H -6.37 -5.64 0.23  0.086
Na 0.48 -5.12 4.98  0.869
N 6.94 5.39 4.38  -0.613
O 8.09 5.18 4.02  0.120
O 6.06 4.55 4.17  0.095
O 6.65 6.44 4.94  0.105
Ca 1.71 7.70 -1.88  1.250

The following is a DFT calculation (ωB97M-V with the def2-TZVPD basis set) of 2 unconnected molecules or ions with the total composition C4H11N2O.

As for the total charge: +1. The HOMO energy comes out at -11.75 eV. As for the total energy: -343.358597 Ha. The orbital gap comes out at 3.25 eV. Its spin multiplicity is 1.

Each line ends with the Löwdin charge.
CARTESIAN COORDINATES (ANGSTROEM)
O -1.68 -0.09 0.06  0.179
C -0.61 0.10 0.57  -0.178
C 0.57 -0.77 0.42  0.195
C 1.77 -0.33 1.13  -0.100
C 2.68 0.42 0.06  -0.166
N 2.87 -0.43 -1.11  0.033
N -4.88 0.85 -0.53  0.033
H -0.49 0.96 1.24  0.150
H 0.50 -1.69 -0.15  0.162
H 2.36 -1.11 1.61  0.153
H 1.41 0.36 1.89  0.129
H 3.66 0.61 0.49  0.137
H 2.24 1.37 -0.23  0.126
H 2.21 -0.42 -1.87  0.093
H 3.81 -0.28 -1.44  0.091
H -5.57 0.13 -0.47  0.005
H -5.20 1.64 -1.04  0.005
H -3.95 0.58 -0.75  -0.045

The following is a DFT calculation (ωB97M-V with the def2-TZVPD basis set) of a molecular structure, C4H7N3.

As for the total charge: 0. The HOMO energy comes out at -8.54 eV. As for the total energy: -320.721422 Ha. The orbital gap comes out at 9.26 eV. Its spin multiplicity is 1.

Each line ends with the Löwdin charge.
CARTESIAN COORDINATES (ANGSTROEM)
C 0.05 -1.07 -0.87  -0.099
C 0.55 -1.15 0.55  -0.231
N -0.17 -0.12 1.29  0.030
C -0.38 1.06 0.65  -0.441
N -0.64 2.18 1.18  0.142
C -0.25 0.86 -0.83  -0.289
N -0.22 1.47 -1.89  0.142
H 0.10 0.14 -1.81  0.125
H -0.94 -1.51 -1.00  0.097
H 0.75 -1.55 -1.57  0.101
H 1.64 -0.99 0.59  0.119
H 0.33 -2.12 1.00  0.115
H -0.05 -0.06 2.29  0.139
H -0.77 2.87 0.44  0.050